C4H7FO in the gas phase at a distorted geometry. Source: the Open Molecules 2025 dataset; level of theory: wB97M-V/def2-TZVPD.

SMILES = CCO/C=C\F
energy above the lowest of the compared OMol25 structures with the same formula, charge and spin = 3.884 eV
orbital gap = 0.3742 hartree

Geometry as XYZ:
```
13
Properties=species:S:1:pos:R:3:mulliken_charge:R:1
H -1.69592 -1.36141 0.73301 0.148
C 1.69530 -0.19792 0.51419 -0.146
H -2.44070 -0.75823 -0.83631 0.344
C -2.01869 0.96235 0.37176 -0.807
H -3.19000 0.99538 -0.03432 0.236
O -0.25751 -0.48450 -0.79430 -0.335
F 2.05869 0.88546 -0.34254 -0.245
H -1.44349 1.74938 -0.26928 0.250
H -2.13190 1.39800 1.58995 0.245
C -1.56190 -0.53702 -0.19186 -0.208
H 2.50407 -0.49066 1.28438 0.282
C 0.51704 -0.90164 0.29630 -0.090
H 0.13928 -1.58020 1.02756 0.326
```

=====

C5H8O in the gas phase. Source: the Open Molecules 2025 dataset; level of theory: wB97M-V/def2-TZVPD.

energy above the lowest of the compared OMol25 structures with the same formula, charge and spin = 5.415 eV
orbital gap (spin up / spin down) = 0.3095 / 0.3112 hartree

Geometry as XYZ:
```
14
Properties=species:S:1:pos:R:3:mulliken_charge:R:1
H -2.43221 -0.29612 -0.77914 0.287
H 2.44280 0.66002 0.43801 0.390
H -2.35189 0.24277 0.90834 0.307
H -1.34449 1.02730 -0.35021 0.415
H 1.33384 -1.34672 0.98353 0.461
C 0.96928 1.24960 -1.08728 -0.442
H -1.02971 -1.84522 0.75461 0.402
C -1.76342 0.08088 0.00054 -1.275
C -0.68715 -0.93335 0.25775 0.299
H 0.94292 1.38585 1.07325 0.236
H 1.74284 0.87636 -1.79112 0.170
O 0.22310 -1.20529 -0.81320 -0.468
C 1.35877 0.75342 0.27791 -0.604
C 0.74526 -0.64283 0.39362 -0.179
```

=====

C4H8N2 in the gas phase at a distorted geometry. Source: the Open Molecules 2025 dataset; level of theory: wB97M-V/def2-TZVPD.

energy above the lowest of the compared OMol25 structures with the same formula, charge and spin = 3.546 eV
orbital gap (spin up / spin down) = 0.3021 / 0.2476 hartree

Geometry as XYZ:
```
14
Properties=species:S:1:pos:R:3:mulliken_charge:R:1
H -0.22650 -1.47880 1.61442 0.353
H 1.64306 0.17532 1.87113 0.310
N -2.01098 -0.29305 -1.55327 -0.666
C 0.23267 0.43273 -1.01291 -0.164
H -1.33141 -1.22837 0.16548 0.423
H 1.37553 1.63288 0.87098 0.299
C -0.29217 -1.31816 0.53650 -0.957
C 0.91409 0.73075 1.27720 -0.895
H 0.07679 1.02893 1.92043 0.359
N 0.38662 -0.07961 0.18686 0.053
H 0.17559 -2.15606 0.01252 0.271
H -0.82639 0.95722 -2.77880 0.294
H 0.84097 1.32072 -1.19903 0.310
C -0.95786 0.27550 -1.91153 0.009
```

=====

What is the energy above the lowest of the compared OMol25 structures with the same formula, charge and spin in the second record?
5.415 eV

=====

What did the first record say?
C4H7FO in the gas phase at a distorted geometry. Source: the Open Molecules 2025 dataset; level of theory: wB97M-V/def2-TZVPD.

SMILES = CCO/C=C\F
energy above the lowest of the compared OMol25 structures with the same formula, charge and spin = 3.884 eV
orbital gap = 0.3742 hartree

Geometry as XYZ:
```
13
Properties=species:S:1:pos:R:3:mulliken_charge:R:1
H -1.69592 -1.36141 0.73301 0.148
C 1.69530 -0.19792 0.51419 -0.146
H -2.44070 -0.75823 -0.83631 0.344
C -2.01869 0.96235 0.37176 -0.807
H -3.19000 0.99538 -0.03432 0.236
O -0.25751 -0.48450 -0.79430 -0.335
F 2.05869 0.88546 -0.34254 -0.245
H -1.44349 1.74938 -0.26928 0.250
H -2.13190 1.39800 1.58995 0.245
C -1.56190 -0.53702 -0.19186 -0.208
H 2.50407 -0.49066 1.28438 0.282
C 0.51704 -0.90164 0.29630 -0.090
H 0.13928 -1.58020 1.02756 0.326
```

=====

What is the energy above the lowest of the compared OMol25 structures with the same formula, charge and spin in the second record?
5.415 eV